Formula: BCuH40O18
Source: OMol25
Level of theory: wB97M-V/def2-TZVPD

Geometry (Å):
Cu -0.21 0.34 0.62
B -0.53 -1.34 -1.09
H 0.31 -1.78 -0.58
H -0.96 -1.97 -1.86
H -1.26 -1.03 -0.36
H -0.28 -0.35 -1.43
O 1.04 1.16 4.81
H 1.22 1.93 5.35
H 1.38 0.43 5.32
O -2.15 0.26 1.81
H -2.92 0.83 1.87
H -2.25 -0.34 2.55
O -3.12 1.85 -2.18
H -2.51 1.77 -2.91
H -3.80 2.44 -2.50
O 1.53 2.30 -2.60
H 2.24 2.95 -2.65
H 1.94 1.48 -2.87
O -0.76 -1.03 -4.41
H 0.06 -1.39 -4.75
H -0.87 -1.43 -3.56
O -0.85 1.73 -3.70
H 0.03 1.77 -3.33
H -0.89 0.88 -4.15
O 0.38 -1.10 2.24
H 1.26 -0.80 2.44
H 0.10 -1.57 3.03
O 2.24 -0.19 -2.87
H 2.66 -1.01 -3.11
H 1.32 -0.42 -2.73
O 3.90 -1.99 -0.86
H 3.28 -2.50 -0.34
H 3.56 -2.03 -1.76
O -1.36 2.17 -0.15
H -2.06 2.05 -0.78
H -1.30 3.11 -0.02
O 0.99 4.52 2.47
H 0.25 4.91 2.01
H 1.57 4.19 1.78
O 3.34 -0.94 2.34
H 4.00 -1.64 2.40
H 3.85 -0.15 2.14
O -4.34 2.39 1.48
H -4.39 3.32 1.68
H -3.78 2.33 0.70
O -0.72 -4.58 -0.85
H -1.11 -4.61 0.03
H -0.89 -3.69 -1.15
O -3.83 -3.14 2.01
H -4.19 -2.25 2.02
H -4.48 -3.65 1.52
O 0.17 1.74 2.27
H 0.28 2.67 2.08
H 0.52 1.63 3.15
O 1.83 0.69 -0.15
H 2.62 0.14 -0.16
H 2.05 1.42 -0.73
O 2.31 -3.99 0.07
H 2.12 -4.61 0.77
H 1.48 -3.87 -0.39

Values from the calculation:
Total charge: +1
Spin multiplicity: 2
Frontier orbital gap (alpha / beta), eV: 10.2 / 7.5
LUMO energy (alpha / beta), eV: -2.994 / -5.623
E_HOMO (alpha / beta), eV: -13.16 / -13.12
Calculated total energy, eV: -82813.0273

=====

Formula: BF4H22O11
Source: OMol25
Level of theory: wB97M-V/def2-TZVPD

Geometry (Å):
B 0.00 0.29 0.64
F 1.22 0.56 1.17
F -0.39 -0.87 1.18
F -0.80 1.37 1.05
F 0.23 0.15 -0.75
O -4.06 -0.40 -4.41
H -3.12 -0.23 -4.46
H -4.44 0.42 -4.08
O -5.40 2.19 2.52
H -4.48 1.98 2.41
H -5.55 2.94 1.94
O -1.20 2.88 -3.99
H -1.03 2.32 -3.24
H -1.71 3.61 -3.64
O 5.04 0.35 -3.79
H 4.15 0.07 -4.00
H 5.49 0.38 -4.64
O 4.20 3.93 0.09
H 3.73 3.25 0.57
H 5.08 3.57 -0.05
O -1.05 -0.24 5.97
H -1.53 0.51 6.34
H -0.80 0.05 5.09
O 3.47 -3.04 -0.29
H 2.88 -2.53 0.26
H 4.34 -2.90 0.09
O -4.99 -3.14 -0.59
H -4.87 -2.75 -1.46
H -4.62 -2.50 0.01
O 0.89 4.96 3.46
H 0.82 5.47 2.65
H 0.43 4.14 3.26
O 0.22 -5.74 4.28
H -0.30 -6.07 3.55
H -0.06 -4.83 4.39
O 2.44 -3.38 -4.10
H 3.38 -3.38 -4.30
H 2.39 -3.39 -3.15

Values from the calculation:
Total charge: -1
Frontier orbital gap, eV: 10.6
LUMO energy, eV: 2.389
E_HOMO, eV: -8.22
Energy above the lowest of the compared OMol25 structures with the same formula, charge and spin, kcal per mole: 56.9
Calculated total energy, eV: -34434.3416

=====

Formula: BF4Sn
Source: OMol25
Level of theory: wB97M-V/def2-TZVPD

Geometry (Å):
Sn -0.68 -1.34 1.66
B 0.14 0.27 -0.36
F 0.78 -0.89 -0.02
F 1.07 1.29 -0.19
F -0.41 0.24 -1.60
F -0.90 0.44 0.52

Values from the calculation:
Total charge: +1
Frontier orbital gap, eV: 8.7
LUMO energy, eV: -8.385
E_HOMO, eV: -17.13
Energy above the lowest of the compared OMol25 structures with the same formula, charge and spin, kcal per mole: 0.0
Calculated total energy, eV: -17374.2017

=====

Formula: BH18NiO7
Source: OMol25
Level of theory: wB97M-V/def2-TZVPD

Geometry (Å):
Ni -0.67 -0.09 1.34
B -0.15 0.11 -0.72
H -0.68 1.06 -0.28
H 0.80 -0.21 -0.13
H -0.86 -0.81 -0.62
H 0.09 0.31 -1.82
O -2.48 -1.04 1.29
H -3.09 -1.14 0.54
H -2.97 -1.36 2.07
O -2.06 1.17 -3.09
H -1.32 1.12 -2.46
H -2.15 0.27 -3.43
O -1.89 1.90 1.77
H -2.79 2.11 1.51
H -1.61 2.65 2.33
O 0.77 1.52 1.70
H 1.08 2.03 2.46
H 0.88 2.11 0.93
O 3.33 -1.91 0.45
H 3.89 -2.33 -0.21
H 3.08 -1.07 0.05
O 0.33 -1.97 1.40
H 1.00 -2.09 0.70
H 0.59 -2.58 2.10
O 2.62 0.28 -2.64
H 1.92 0.35 -1.98
H 2.32 -0.39 -3.25

Values from the calculation:
Total charge: +1
Spin multiplicity: 3
Frontier orbital gap (alpha / beta), eV: 9.5 / 7.9
LUMO energy (alpha / beta), eV: -4.021 / -5.629
E_HOMO (alpha / beta), eV: -13.49 / -13.49
Energy above the lowest of the compared OMol25 structures with the same formula, charge and spin, kcal per mole: 0.0
Calculated total energy, eV: -56336.1070

=====

Formula: BH22O9
Source: OMol25
Level of theory: wB97M-V/def2-TZVPD

Geometry (Å):
B 20.27 -6.63 15.38
H 19.76 -5.80 15.86
H 20.81 -6.32 14.50
H 21.00 -7.00 16.07
H 19.58 -7.41 15.11
O 20.15 -2.11 13.22
H 21.04 -2.30 12.92
H 19.61 -2.77 12.80
O 17.88 -4.74 13.03
H 18.17 -5.11 12.19
H 18.53 -5.04 13.66
O 22.98 -4.22 13.33
H 23.84 -4.09 13.73
H 22.51 -4.76 13.96
O 16.83 -6.29 17.31
H 16.25 -5.84 16.70
H 17.67 -6.34 16.85
O 20.77 -7.73 19.49
H 20.09 -8.37 19.66
H 20.79 -7.64 18.53
O 20.31 -3.09 17.89
H 20.25 -4.02 17.70
H 20.55 -2.68 17.06
O 21.11 -8.60 12.03
H 21.11 -7.83 12.60
H 21.53 -8.29 11.22
O 17.72 -9.71 12.91
H 17.70 -9.35 13.79
H 18.62 -9.57 12.61
O 22.66 -9.50 15.91
H 22.85 -9.22 16.81
H 22.06 -8.83 15.58

Values from the calculation:
Total charge: -1
Frontier orbital gap, eV: 9.6
LUMO energy, eV: 2.676
E_HOMO, eV: -6.88
Energy above the lowest of the compared OMol25 structures with the same formula, charge and spin, kcal per mole: 36.8
Calculated total energy, eV: -19461.1301

=====

Formula: BH22O9
Source: OMol25
Level of theory: wB97M-V/def2-TZVPD

Geometry (Å):
B 21.18 14.02 -4.41
H 21.25 13.39 -5.36
H 22.21 14.31 -4.00
H 20.70 15.04 -4.66
H 20.57 13.46 -3.62
O 23.22 13.72 -1.55
H 22.76 13.31 -2.30
H 22.61 14.40 -1.25
O 22.18 16.82 -3.53
H 21.52 16.10 -3.57
H 22.81 16.63 -4.23
O 24.96 15.88 -2.27
H 24.31 16.58 -2.28
H 24.44 15.06 -2.24
O 18.94 13.83 -6.58
H 18.33 13.58 -5.88
H 19.82 13.77 -6.17
O 23.44 15.52 -5.91
H 22.84 15.01 -5.34
H 23.14 15.33 -6.80
O 21.30 11.24 -2.94
H 20.80 11.21 -2.12
H 21.20 12.16 -3.25
O 23.69 12.48 -5.11
H 23.42 12.15 -5.97
H 22.99 13.10 -4.85
O 18.33 14.60 -3.65
H 17.96 14.19 -2.86
H 19.26 14.27 -3.69
O 17.79 17.17 -4.74
H 18.18 17.13 -5.61
H 18.18 16.42 -4.26

Values from the calculation:
Total charge: -1
Frontier orbital gap, eV: 10.4
LUMO energy, eV: 2.687
E_HOMO, eV: -7.71
Energy above the lowest of the compared OMol25 structures with the same formula, charge and spin, kcal per mole: 10.9
Calculated total energy, eV: -19462.2535

=====

Formula: BH28O12
Source: OMol25
Level of theory: wB97M-V/def2-TZVPD

Geometry (Å):
B -0.53 0.01 0.23
H -1.50 0.43 -0.37
H 0.38 0.80 0.22
H -0.79 -0.17 1.41
H -0.16 -1.05 -0.30
O 1.52 1.10 2.96
H 0.86 0.97 2.30
H 2.33 0.72 2.49
O 2.07 -1.63 1.61
H 2.86 -1.14 1.76
H 1.44 -1.24 1.00
O -0.34 -2.25 -3.46
H -1.05 -1.68 -3.74
H -0.62 -2.80 -2.69
O -2.95 2.17 2.13
H -3.61 1.53 1.76
H -2.20 2.04 1.55
O 0.38 -2.13 4.01
H 0.66 -1.85 3.13
H 0.28 -1.28 4.53
O -2.60 2.24 -2.94
H -2.51 1.70 -3.71
H -2.50 1.55 -2.27
O 0.19 -3.87 -1.23
H 0.47 -4.71 -1.62
H 0.73 -3.65 -0.47
O -2.95 -2.00 0.25
H -2.28 -1.34 0.05
H -2.48 -2.82 0.40
O -0.14 3.15 -1.79
H -0.75 2.46 -1.91
H 0.31 2.86 -0.96
O -0.19 3.47 1.75
H -0.39 3.42 2.68
H 0.63 2.95 1.72
O 3.11 1.07 -1.33
H 3.08 1.50 -0.46
H 4.01 1.26 -1.64
O 1.74 -0.93 -2.61
H 1.11 -0.62 -1.88
H 2.38 -0.21 -2.57

Values from the calculation:
Total charge: -1
Frontier orbital gap, eV: 9.2
LUMO energy, eV: 2.192
E_HOMO, eV: -7.04
Energy above the lowest of the compared OMol25 structures with the same formula, charge and spin, kcal per mole: 36.4
Calculated total energy, eV: -25701.5568

=====

Formula: BH3O
Source: OMol25
Level of theory: wB97M-V/def2-TZVPD

Geometry (Å):
B -0.50 -0.15 -0.05
O 0.74 -0.32 0.20
H -1.00 0.95 -0.41
H -1.01 -0.93 0.56
H 1.77 0.46 -0.29

Values from the calculation:
Total charge: 0
Frontier orbital gap, eV: 10.1
LUMO energy, eV: -0.390
E_HOMO, eV: -10.52
Energy above the lowest of the compared OMol25 structures with the same formula, charge and spin, kcal per mole: 54.1
Calculated total energy, eV: -2770.3319

=====

Number 1: largest force on an atom 5.129 eV/A. Number 2: largest force on an atom 3.088 eV/A. Number 3: largest force on an atom 7.391 eV/A. Number 4: largest force on an atom 1.494 eV/A. Number 5: largest force on an atom 4.616 eV/A. Number 6: largest force on an atom 1.763 eV/A. Number 7: largest force on an atom 2.825 eV/A. Number 8: largest force on an atom 8.861 eV/A.